Density functional theory data (the ωB97M-V functional and the def2-TZVPD basis) for 3 unconnected molecules or ions with the total composition C2H10N2O2.

The geometry in XYZ format:
```
16
Properties=species:S:1:pos:R:3
C 2.05 1.31 1.97
N -1.41 1.66 2.10
C -0.10 1.41 2.56
N 0.85 2.07 2.03
H 2.97 2.01 2.24
H 2.10 0.62 2.78
H 2.10 0.62 1.14
H -2.03 0.81 1.92
H -1.11 2.17 1.33
H -0.03 0.51 3.21
H -1.90 -3.97 -4.87
H -0.60 -4.58 -5.63
O -0.85 -3.95 -4.97
H -1.23 0.26 -2.13
H 0.05 -0.30 -1.71
O -0.85 -0.61 -1.97
```

Results
**Orbital gap**: 0.355 Eh
**Energy**: -342.1143 Ha
**LUMO energy**: 0.7 eV

These are the Mulliken partial charges, in e, on atoms 1 to 5:
1 C -0.747
2 N -0.563
3 C 0.096
4 N -0.484
5 H 0.261